The following is a DFT calculation (ωB97M-V with the def2-TZVPD basis set) of a molecular structure, C4H6FNO2.

Output
energy above the lowest of the compared OMol25 structures with the same formula, charge and spin	74.1	kcal per mole
E_tot	-12544.8769	eV
HOMO-LUMO gap	11.0	eV

Geometry as XYZ:
```
14
Properties=species:S:1:pos:R:3:forces:R:3
C -0.165 0.235 0.121 -0.819 -0.661 -1.881
C -0.393 -1.142 -0.357 1.602 -2.918 -2.671
C 1.315 0.371 0.225 0.731 1.055 -0.403
C -0.027 1.060 -1.163 -2.145 -0.740 -4.058
H -1.755 1.187 1.073 0.849 -1.476 0.668
H -0.914 -0.322 1.895 -0.928 3.564 -1.495
H -1.402 -1.407 -0.572 -0.986 -0.278 0.361
H 0.204 -1.539 -1.404 -1.332 1.723 2.935
H 1.205 0.894 1.119 1.895 2.061 1.440
H 2.095 -0.415 0.326 -0.947 0.439 -0.898
N -0.882 0.656 1.307 -0.175 -2.539 0.655
O 1.310 1.227 -1.043 0.147 -0.467 0.951
O -0.732 1.130 -2.212 2.782 0.555 4.562
F 0.139 -1.937 0.683 -0.673 -0.318 -0.167
```
Forces are in eV/Å.

The following is a DFT calculation (ωB97M-V with the def2-TZVPD basis set) of a molecular structure, C16H36F8K2N6O16S8.

Output
E_tot	-199941.4390	eV
HOMO-LUMO gap	9.9	eV

Geometry as XYZ:
```
92
Properties=species:S:1:pos:R:3:forces:R:3
K -1.335 0.808 -0.692 -0.037 -0.575 0.354
K -2.593 3.125 -2.459 -0.263 0.581 -0.146
C 0.750 -5.939 -1.829 0.717 -0.075 0.288
C 1.024 -4.889 -2.942 0.277 -0.948 1.505
C 2.508 -4.464 -2.787 0.165 0.943 -1.004
N 3.008 -3.265 -3.627 -1.418 0.643 -0.856
C 4.489 -3.035 -3.434 -0.577 -0.404 -0.099
C 2.190 -2.000 -3.313 -0.406 0.685 0.219
C 1.944 -1.277 -4.656 1.526 1.131 1.873
C 1.805 -2.364 -5.652 -0.237 -0.063 0.400
C 2.753 -3.433 -5.132 0.395 -0.545 -0.595
H 1.031 -5.551 -0.850 -0.563 0.278 0.090
H 1.374 -6.829 -1.907 0.069 -0.138 -0.482
H -0.287 -6.271 -1.864 0.062 0.225 0.187
H 0.269 -4.133 -2.728 0.375 0.420 -0.441
H 0.768 -5.461 -3.835 0.414 0.692 -0.549
H 3.181 -5.258 -3.110 -0.123 -0.259 0.274
H 2.807 -4.086 -1.809 -0.599 -0.638 0.422
H 4.752 -2.185 -4.064 0.118 0.034 0.350
H 5.015 -3.920 -3.792 -0.081 0.013 -0.104
H 4.753 -2.905 -2.385 -0.333 0.271 -0.060
H 2.725 -1.377 -2.596 0.147 -0.176 -0.039
H 1.239 -2.249 -2.842 0.171 -0.501 -0.061
H 2.855 -0.693 -4.789 0.206 0.116 -0.521
H 1.167 -0.516 -4.583 -0.202 -0.537 -0.072
H 2.150 -2.016 -6.625 -0.552 -0.330 -0.171
H 0.756 -2.651 -5.584 0.047 -0.434 -0.680
H 3.725 -3.284 -5.602 -0.069 -0.239 -0.055
H 2.390 -4.434 -5.369 0.208 -0.057 0.344
C -0.417 5.147 5.978 0.740 0.699 0.471
C 0.184 3.999 5.204 -0.630 -0.770 -0.223
C -0.930 2.950 4.918 2.565 -0.003 0.197
N -0.312 1.774 4.125 0.812 -0.237 -2.947
C -0.249 2.203 2.632 -0.388 0.763 1.212
C -1.229 0.547 4.190 -0.127 1.437 0.730
C -0.736 -0.172 5.408 -1.531 -0.693 1.001
C 0.702 0.262 5.627 0.276 -0.886 0.468
C 1.063 1.189 4.466 -0.273 -0.344 1.507
H -1.338 5.482 5.502 -0.015 0.174 0.361
H 0.293 5.969 6.069 -0.011 0.289 -0.739
H -0.503 4.959 7.049 -0.814 -0.646 -0.065
H 0.976 3.518 5.778 -0.004 0.041 0.080
H 0.633 4.334 4.269 -0.091 0.112 -0.045
H -1.721 3.373 4.299 -0.116 -0.266 0.120
H -1.267 2.605 5.895 -0.325 -0.347 -0.280
H -1.235 2.644 2.485 -0.046 -0.378 -0.765
H 0.031 1.350 2.014 -0.347 -0.039 0.228
H 0.477 2.995 2.449 0.145 -0.125 0.398
H -1.135 -0.050 3.283 -0.131 0.325 -0.003
H -2.189 1.036 4.351 -0.248 -0.843 -0.552
H -1.017 -1.225 5.394 1.066 -0.412 -0.879
H -1.369 0.005 6.277 0.078 1.116 0.201
H 1.293 -0.652 5.684 0.522 0.376 -0.098
H 0.764 0.775 6.587 0.229 0.059 -0.036
H 1.499 0.619 3.646 -0.747 0.049 -0.418
H 1.844 1.900 4.736 -0.532 0.418 -0.050
N -2.770 0.446 -3.036 -3.493 -1.236 0.571
S -2.204 -0.395 -4.191 6.587 -1.249 -8.405
O -2.686 -0.211 -5.600 0.291 -0.343 4.193
O -1.688 -1.719 -3.906 -0.597 1.375 0.476
F -0.824 0.498 -4.317 -0.496 -0.148 0.579
S -4.234 -0.419 -3.187 -8.676 0.382 1.049
O -4.240 -1.826 -2.797 0.971 2.591 -1.069
O -5.162 0.039 -4.302 3.843 -1.331 3.371
F -5.032 0.240 -1.912 1.523 -0.003 -0.864
N 0.084 2.956 -1.503 2.701 -3.845 -3.551
S 0.736 4.064 -0.714 0.299 6.601 6.271
O 0.974 5.287 -1.465 0.651 -1.831 0.567
O 1.615 3.742 0.438 -2.051 0.403 -2.740
F -0.681 4.457 -0.010 0.209 -0.314 0.332
S 1.562 2.612 -2.410 1.226 -4.374 -0.859
O 2.760 2.342 -1.630 -2.015 1.477 -0.861
O 1.569 3.268 -3.658 -0.108 0.731 0.054
F 1.300 1.045 -2.894 -0.864 1.194 0.895
N -3.667 2.514 0.176 0.226 -4.054 0.695
S -4.169 3.650 1.032 -2.411 9.847 3.204
O -3.333 4.046 2.185 -1.534 -1.163 -1.757
O -5.639 3.824 1.149 3.650 -0.723 -0.107
F -3.754 4.770 0.012 0.113 0.790 -1.078
S -4.213 1.449 1.321 -3.383 -7.362 -0.486
O -5.640 1.108 1.248 2.716 1.867 0.719
O -3.477 1.403 2.552 -0.475 0.799 -0.498
F -3.706 0.101 0.658 1.382 -0.011 -0.946
N 0.024 -0.919 0.847 4.475 2.982 -1.439
S -0.439 -2.289 1.205 -6.301 -7.805 1.788
O -0.154 -2.718 2.547 1.207 0.064 -0.575
O -0.476 -3.267 0.134 0.629 1.026 0.853
F -1.983 -2.043 1.403 -0.638 1.230 -0.511
S 1.662 -1.327 0.851 3.318 1.672 0.526
O 2.046 -2.448 0.016 -0.500 1.684 0.576
O 2.233 -1.257 2.179 -0.805 0.198 -1.544
F 2.278 -0.012 0.123 -1.166 -1.102 0.324
```
Forces are in eV/Å.

The following is a DFT calculation (ωB97M-V with the def2-TZVPD basis set) of a molecular structure, C43H46CsN4OP2S.

Output
energy above the lowest of the compared OMol25 structures with the same formula, charge and spin	9.2	kcal per mole
multiplicity	2
net charge	-2
E_tot	-83303.7247	eV
HOMO-LUMO gap (spin up / spin down)	2.7 / 3.7	eV

Geometry as XYZ:
```
98
Properties=species:S:1:pos:R:3:forces:R:3
Cs -0.692 1.185 -0.164 1.284 -0.425 1.506
C 0.975 -1.782 2.375 -0.025 -0.033 -0.113
N 1.075 -2.073 0.932 0.329 0.299 -0.031
P 2.301 -1.118 0.180 -0.132 -0.158 0.047
C 3.824 -2.108 0.519 -0.025 0.053 -0.028
C 3.851 -3.206 1.364 0.066 -0.239 0.187
C 5.041 -3.893 1.602 -0.163 0.014 0.009
C 6.217 -3.487 0.996 0.008 -0.016 0.003
C 6.202 -2.385 0.149 -0.082 0.097 -0.078
C 5.016 -1.702 -0.079 0.166 0.034 -0.018
C 2.134 -1.597 -1.584 0.175 -0.055 0.016
C 1.978 -0.594 -2.529 -0.115 0.012 -0.109
C 1.874 -0.905 -3.884 -0.003 0.057 0.080
C 1.946 -2.223 -4.293 -0.003 -0.033 0.012
C 2.115 -3.238 -3.352 -0.014 -0.033 0.035
C 2.212 -2.926 -2.009 0.038 -0.055 0.007
P -0.426 -2.310 -0.006 -0.432 -0.244 0.248
C -1.762 -2.191 1.148 0.199 -0.260 -0.301
C -2.884 -1.381 0.769 0.011 -0.096 0.184
C -4.062 -1.397 1.465 0.039 -0.115 0.116
C -4.228 -2.245 2.598 0.101 -0.025 -0.071
C -3.158 -3.088 2.958 -0.049 0.154 -0.119
C -1.965 -3.087 2.271 -0.188 0.178 -0.037
C -0.316 -4.143 -0.218 0.090 -0.122 0.110
C -1.281 -4.742 -1.031 -0.017 -0.033 -0.029
C -1.340 -6.118 -1.187 0.000 0.024 -0.010
C -0.431 -6.941 -0.526 -0.046 0.069 -0.027
C 0.535 -6.363 0.280 0.083 0.159 0.052
C 0.596 -4.976 0.426 0.031 -0.154 0.022
H 1.909 -1.339 2.734 0.008 0.003 -0.021
H 0.800 -2.698 2.944 0.006 -0.021 -0.022
H 0.166 -1.085 2.599 -0.021 0.016 0.002
H 2.932 -3.539 1.833 0.099 0.083 -0.013
H 5.041 -4.754 2.260 -0.013 0.003 0.011
H 7.140 -4.025 1.176 0.009 0.003 0.005
H 7.115 -2.062 -0.336 -0.009 0.015 -0.005
H 5.007 -0.844 -0.744 0.019 -0.012 0.014
H 1.890 0.438 -2.210 0.009 0.016 -0.043
H 1.694 -0.113 -4.599 -0.004 0.031 0.023
H 1.857 -2.469 -5.344 -0.006 -0.006 -0.006
H 2.153 -4.274 -3.670 0.007 0.016 0.017
H 2.329 -3.717 -1.275 0.019 0.041 -0.064
H -2.789 -0.747 -0.107 -0.151 -0.058 -0.038
H -4.872 -0.745 1.151 0.014 -0.008 0.015
H -5.153 -2.249 3.162 0.039 0.011 -0.021
H -3.274 -3.760 3.805 0.001 0.001 -0.016
H -1.181 -3.776 2.568 -0.009 0.026 -0.028
H -2.003 -4.104 -1.533 -0.016 -0.016 0.003
H -2.103 -6.558 -1.820 -0.002 0.021 -0.006
H -0.483 -8.019 -0.637 0.003 0.018 -0.007
H 1.251 -6.992 0.800 0.003 0.026 0.008
H 1.369 -4.524 1.042 -0.156 -0.091 -0.068
O -2.452 2.389 -1.456 -1.425 0.687 -0.982
N -2.865 1.456 -2.272 -0.035 -0.056 -0.263
C -4.082 0.889 -2.061 0.128 0.141 0.113
C -4.561 -0.128 -2.842 0.031 -0.033 -0.070
C -3.758 -0.605 -3.880 0.045 0.003 -0.008
C -2.531 -0.026 -4.101 -0.116 0.030 0.123
C -2.050 1.045 -3.318 0.058 0.195 0.083
S -0.565 1.841 -3.595 0.012 -0.017 -0.205
H -4.613 1.309 -1.219 0.078 0.017 0.006
H -5.530 -0.550 -2.619 0.007 -0.024 0.011
H -4.090 -1.431 -4.498 0.005 0.009 0.006
H -1.875 -0.376 -4.884 0.000 0.007 -0.025
C -0.168 4.836 -0.595 -0.032 -0.017 -0.020
C 0.281 6.318 -0.715 0.065 -0.067 0.033
N 1.706 6.454 -0.369 -0.018 -0.070 0.010
C 2.492 5.635 -1.300 -0.068 -0.024 0.042
C 2.026 4.151 -1.240 -0.048 0.107 0.009
N 0.987 4.008 -0.225 -0.033 -0.146 -0.001
C 1.500 4.441 1.074 -0.017 0.091 -0.085
C 1.907 5.940 0.994 -0.048 -0.044 -0.072
H -0.576 4.451 -1.534 -0.001 -0.012 0.035
H -0.937 4.714 0.172 0.025 -0.020 -0.007
H -0.293 6.962 -0.045 -0.005 0.004 0.010
H 0.146 6.695 -1.732 0.001 0.003 -0.010
H 3.546 5.735 -1.026 0.018 0.000 0.004
H 2.369 6.049 -2.303 -0.002 0.000 -0.007
H 2.854 3.484 -0.985 0.014 -0.008 0.003
H 1.608 3.820 -2.194 0.008 -0.004 0.001
H 2.352 3.809 1.334 0.025 -0.016 -0.001
H 0.719 4.274 1.816 0.004 -0.011 0.008
H 2.958 6.086 1.258 0.022 0.007 0.008
H 1.305 6.548 1.673 -0.012 0.005 0.005
C -0.792 1.609 3.704 0.012 0.037 -0.040
C -1.760 2.471 3.205 0.132 0.015 0.049
C -3.030 2.002 2.704 0.007 0.197 -0.101
C -3.961 2.856 2.153 0.133 0.038 0.046
C -3.750 4.243 2.059 0.082 -0.086 0.079
C -2.544 4.734 2.569 0.016 -0.162 0.024
C -1.587 3.902 3.121 -0.145 -0.040 -0.064
H -1.000 0.549 3.817 -0.042 0.062 -0.031
H 0.123 1.985 4.153 -0.049 0.040 -0.071
H -3.242 0.941 2.773 -0.014 -0.018 -0.052
H -4.894 2.437 1.783 -0.013 -0.030 -0.008
H -4.486 4.900 1.613 0.005 -0.006 -0.015
H -2.350 5.804 2.531 0.024 0.026 0.015
H -0.675 4.331 3.530 -0.008 0.019 0.011
```
Forces are in eV/Å.

The following is a DFT calculation (ωB97M-V with the def2-TZVPD basis set) of 2 unconnected molecules or ions with the total composition C7H11NO.

Output
energy above the lowest of the compared OMol25 structures with the same formula, charge and spin	112.5	kcal per mole
E_tot	-10970.3997	eV
SMILES	CC(C)=C=C=N.CC=O
HOMO-LUMO gap (spin up / spin down)	8.5 / 8.5	eV

Geometry as XYZ:
```
20
Properties=species:S:1:pos:R:3:forces:R:3
C 1.304 0.398 -1.390 0.663 0.252 3.076
C 0.931 0.766 0.047 -1.528 1.979 -2.045
C 1.909 0.601 1.130 0.913 2.849 -0.684
C -0.251 1.388 0.221 2.093 -1.110 0.265
C -1.071 2.261 0.597 -1.271 2.226 0.767
N -1.714 3.234 1.048 0.121 -1.305 0.154
H 0.689 -0.452 -1.532 0.497 -1.672 -1.035
H 1.021 1.119 -2.058 -1.434 1.930 -1.481
H 2.377 0.503 -1.431 0.520 -1.577 -0.316
H 2.859 0.119 0.840 -0.333 0.794 0.256
H 1.446 0.061 1.835 -1.445 -2.687 2.702
H 1.874 1.600 1.705 1.133 -1.174 -1.057
H -2.534 3.594 0.567 0.386 -0.109 -0.443
C -2.591 -1.011 0.989 -1.561 -0.133 2.895
C -2.081 -0.599 -0.355 0.651 -1.870 0.172
O -2.722 -0.219 -1.289 -0.147 0.435 -0.057
H -2.744 -0.207 1.766 0.124 -0.062 -1.216
H -3.570 -1.584 1.080 1.046 0.787 -0.929
H -1.878 -1.626 1.552 0.246 -0.109 -0.621
H -1.001 -0.929 -0.435 -0.674 0.556 -0.405
```
Forces are in eV/Å.

Q: The lowest E_tot belongs to which entry?
A: C16H36F8K2N6O16S8